ORCA calculation (ωB97M-V/def2-TZVPD) on a structure of composition C33H57BrCl8F6N3O6PS2 at a distorted geometry.

The geometry in XYZ format:
```
117
Properties=species:S:1:pos:R:3
C -1.375 4.084 1.631
C -2.322 4.133 0.349
O -2.281 5.517 -0.140
C -1.930 3.173 -0.852
C -1.785 1.601 -0.467
C -0.268 1.289 -0.182
C 0.769 1.536 -1.368
C 2.092 2.257 -0.738
C 3.383 1.499 -1.344
F 4.594 2.201 -1.056
F 3.335 1.416 -2.768
C 3.581 0.017 -0.773
F 4.983 -0.227 -0.743
F 3.082 -0.189 0.519
F 3.047 -0.995 -1.590
O -2.096 0.934 -1.766
S -1.933 -0.714 -1.655
O -0.552 -1.229 -2.045
O -2.836 -1.290 -2.736
C -2.381 -1.431 0.033
C -1.214 -2.483 0.331
C -1.392 -3.378 1.644
C 0.073 -3.914 2.048
C 0.668 -3.289 3.397
C 1.953 -2.347 3.202
C 1.656 -0.796 3.582
C 2.599 -0.243 4.767
S 1.735 -0.196 6.407
C 1.648 1.518 7.037
N 2.082 2.764 6.501
N 1.797 3.743 7.405
C 1.153 3.217 8.558
O 1.070 1.817 8.285
C -2.753 -0.368 1.179
C -4.066 -0.995 1.879
C -5.102 0.043 2.524
N -5.613 -0.405 3.880
C -1.665 -0.160 2.346
C -2.125 -0.150 3.863
F -2.204 -1.470 4.477
C -2.921 1.074 0.525
P -4.499 1.477 -0.514
O -5.645 2.311 0.508
Br -5.629 -0.360 -1.176
H -1.796 4.846 2.385
H -0.296 4.423 1.433
H -1.359 3.080 2.178
H -3.389 3.962 0.708
H -1.664 5.996 0.459
H -2.717 3.333 -1.676
H -0.964 3.599 -1.304
H 0.066 1.979 0.681
H -0.041 0.231 0.219
H 0.410 2.235 -2.191
H 1.164 0.603 -1.877
H 2.196 3.339 -1.070
H 2.176 2.125 0.386
H -3.264 -2.111 -0.263
H -1.209 -3.215 -0.556
H -0.223 -1.913 0.414
H -1.988 -4.315 1.337
H -1.971 -2.902 2.493
H 0.844 -3.707 1.215
H 0.050 -5.060 2.136
H -0.143 -2.683 3.914
H 0.931 -4.146 4.120
H 2.736 -2.694 3.966
H 2.425 -2.419 2.160
H 1.757 -0.093 2.691
H 0.579 -0.673 3.961
H 2.854 0.844 4.489
H 3.573 -0.821 4.882
H 0.797 3.753 9.496
H -3.800 -1.819 2.642
H -4.724 -1.604 1.154
H -6.047 0.122 1.872
H -4.646 1.077 2.665
H -5.176 0.203 4.583
H -5.305 -1.361 4.092
H -0.746 -0.825 2.303
H -1.223 0.907 2.252
H -1.243 0.329 4.438
H -3.006 0.515 4.122
H -3.021 1.787 1.428
H -5.694 3.246 0.222
Cl -6.955 1.951 -2.311
C -7.896 1.937 -3.824
C -9.293 2.490 -3.635
Cl -10.311 1.421 -2.637
H -7.917 0.913 -4.200
H -7.349 2.552 -4.542
H -9.789 2.585 -4.603
H -9.275 3.475 -3.165
Cl 4.935 -4.854 -2.593
C 5.331 -3.123 -2.738
C 5.475 -2.688 -4.182
Cl 6.916 -3.393 -4.958
H 6.244 -2.936 -2.170
H 4.517 -2.572 -2.266
H 5.588 -1.603 -4.232
H 4.602 -2.966 -4.774
Cl 7.594 -9.161 -7.595
C 6.712 -7.761 -6.935
C 7.281 -7.300 -5.609
Cl 6.990 -8.479 -4.306
H 5.660 -8.034 -6.847
H 6.796 -6.959 -7.671
H 6.800 -6.368 -5.304
H 8.355 -7.123 -5.672
Cl 2.492 5.817 -3.663
C 3.506 4.391 -3.999
C 4.518 4.652 -5.095
Cl 3.747 4.855 -6.688
H 2.847 3.559 -4.252
H 4.023 4.145 -3.069
H 5.200 3.804 -5.179
H 5.111 5.545 -4.889
```

Results
LUMO energy   -0.04 eV
E_HOMO   -8.82 eV
HOMO-LUMO gap   8.77 eV

ORCA calculation (ωB97M-V/def2-TZVPD) on a cluster of 5 separate species, C33H57ClF12IN6O9 in total at a distorted geometry.

The geometry in XYZ format:
```
119
Properties=species:S:1:pos:R:3
C -1.904 -0.042 -2.307
C -1.005 0.320 -0.979
N -1.252 -0.842 0.009
C -2.512 -0.739 0.839
C -2.731 -2.031 1.879
N -4.255 -2.108 2.106
C 0.116 -0.940 0.682
I 0.082 0.202 2.539
C 1.268 -0.631 -0.495
C 1.062 -2.044 -1.371
C 2.265 -2.500 -2.353
N 1.682 -3.391 -3.452
C 2.842 -0.674 -0.151
C 3.488 0.256 0.991
C 4.642 1.271 0.324
Cl 6.310 0.475 0.208
C 0.600 0.746 -1.203
C 1.247 0.634 -2.694
C 0.849 2.087 -3.642
C 0.765 1.810 -5.355
O -0.532 2.061 -4.374
C 1.068 2.204 -0.661
C 0.045 3.438 -0.646
N -1.136 3.466 -1.549
N 0.869 4.704 -0.974
N -0.441 3.679 0.799
H -2.302 0.971 -2.799
H -1.339 -0.695 -3.109
H -2.898 -0.652 -2.053
H -1.697 1.143 -0.459
H -1.545 -1.625 -0.651
H -2.706 0.297 1.343
H -3.408 -0.869 0.057
H -2.252 -1.840 2.930
H -2.376 -3.053 1.406
H -4.733 -2.279 1.173
H -4.529 -1.113 2.351
H 0.065 -2.046 1.113
H 0.082 -1.993 -2.053
H 0.858 -2.981 -0.660
H 3.049 -3.154 -1.735
H 2.895 -1.634 -2.842
H 0.903 -2.856 -3.905
H 1.201 -4.189 -2.939
H 3.098 -1.797 0.171
H 3.432 -0.359 -1.143
H 4.118 -0.420 1.749
H 2.827 0.939 1.637
H 4.721 2.213 1.050
H 4.234 1.714 -0.700
H 0.757 -0.171 -3.402
H 2.414 0.688 -2.755
H 1.326 3.183 -3.257
H 0.437 2.810 -5.917
H 0.205 0.865 -5.756
H 1.392 2.050 0.479
H 2.075 2.566 -1.191
H -2.000 3.252 -0.978
H -1.313 4.445 -1.906
H 0.506 5.476 -0.373
H 0.816 4.919 -1.993
H -0.834 2.801 1.201
H 0.448 3.975 1.299
C 6.321 -6.356 1.775
C 5.498 -6.081 3.020
O 4.680 -4.916 2.835
C 3.491 -5.111 2.180
O 3.114 -6.200 1.757
C 2.703 -3.804 2.096
F 3.481 -2.739 1.750
F 2.124 -3.479 3.288
F 1.693 -3.848 1.182
H 6.904 -5.473 1.496
H 7.003 -7.195 1.939
H 5.676 -6.596 0.923
H 6.167 -5.870 3.861
H 4.890 -6.948 3.304
C -8.761 1.061 5.801
C -9.221 1.645 4.478
O -8.221 1.448 3.466
C -8.222 0.225 2.846
O -9.012 -0.677 3.113
C -7.145 0.169 1.764
F -5.957 0.702 2.173
F -7.506 0.864 0.646
F -6.868 -1.099 1.350
H -7.788 1.474 6.085
H -9.484 1.279 6.592
H -8.639 -0.024 5.731
H -9.359 2.726 4.582
H -10.185 1.227 4.165
C -2.147 5.539 2.693
C -3.590 5.979 2.528
O -4.478 5.019 3.121
C -4.672 5.132 4.474
O -4.134 5.985 5.174
C -5.673 4.085 4.963
F -5.450 2.850 4.428
F -6.957 4.412 4.635
F -5.656 3.920 6.315
H -2.004 4.530 2.293
H -1.471 6.225 2.174
H -1.863 5.506 3.749
H -3.839 6.027 1.463
H -3.758 6.979 2.943
C 4.415 -2.552 -6.639
C 4.841 -2.297 -5.205
O 6.230 -2.616 -5.029
C 7.125 -1.643 -5.395
O 6.798 -0.551 -5.852
C 8.557 -2.094 -5.110
F 8.791 -3.382 -5.493
F 8.858 -2.033 -3.781
F 9.492 -1.335 -5.747
H 4.650 -3.580 -6.933
H 3.340 -2.387 -6.758
H 4.946 -1.892 -7.331
H 4.277 -2.952 -4.533
H 4.633 -1.265 -4.898
```

Results
LUMO energy   -3.01 eV
E_HOMO   -12.20 eV
Net charge   +1
HOMO-LUMO gap   9.19 eV

ORCA calculation (ωB97M-V/def2-TZVPD) on a structure of composition C33H57ClN2O2PtSi at a distorted geometry.

The geometry in XYZ format:
```
97
Properties=species:S:1:pos:R:3
O 0.825 0.786 -1.998
O 0.411 -3.287 -5.092
C 0.061 1.588 -2.916
C 0.578 2.997 -3.064
H -0.954 1.555 -2.498
H 0.034 1.084 -3.900
H 0.627 3.520 -2.098
H -0.130 3.526 -3.710
H 1.568 3.044 -3.538
C 2.228 0.680 -2.273
C 2.525 0.065 -3.627
H 2.673 0.091 -1.456
H 2.626 1.699 -2.165
H 1.901 -0.827 -3.784
H 3.575 -0.239 -3.677
H 2.338 0.784 -4.432
C 0.822 -4.647 -4.873
C 0.535 -2.838 -6.448
C 2.178 -4.735 -4.186
H 0.863 -5.211 -5.826
H 0.068 -5.102 -4.209
H 2.966 -4.283 -4.804
H 2.437 -5.790 -4.038
H 2.186 -4.243 -3.204
C 1.938 -2.962 -7.022
H 0.225 -1.785 -6.424
H -0.170 -3.387 -7.100
H 2.685 -2.489 -6.371
H 1.957 -2.470 -8.001
H 2.208 -4.015 -7.169
H -0.731 -2.419 -3.602
N 1.185 0.857 1.402
C 0.935 0.830 2.735
C 0.249 -0.216 3.329
C -0.151 -1.424 2.759
C 1.471 1.965 3.561
H 1.111 2.945 3.212
H 2.570 1.974 3.579
H 1.130 1.827 4.591
C -0.399 -2.658 3.590
H 0.247 -3.499 3.299
H -1.441 -2.995 3.548
H -0.173 -2.447 4.636
N -0.299 -1.565 1.436
C 1.947 1.971 0.888
C 1.277 3.134 0.479
C -0.206 3.272 0.610
C 2.023 4.218 -0.007
H 1.489 5.129 -0.320
C 3.420 4.150 -0.051
H 3.996 4.998 -0.443
C 4.077 3.007 0.419
H 5.173 2.946 0.418
C 3.354 1.917 0.919
C 4.020 0.728 1.536
C -0.367 -2.864 0.790
C -1.590 -3.566 0.705
C -2.845 -2.905 1.185
C -1.572 -4.862 0.173
H -2.511 -5.413 0.102
C -0.382 -5.433 -0.282
H -0.378 -6.447 -0.673
C 0.818 -4.732 -0.197
H 1.765 -5.183 -0.502
C 0.833 -3.435 0.327
C 2.141 -2.703 0.419
Pt -0.072 -0.067 0.175
H -0.670 3.363 -0.382
H -0.448 4.188 1.172
H -0.679 2.424 1.120
H 3.415 -0.175 1.388
H 4.164 0.846 2.623
H 5.000 0.549 1.077
H -3.717 -3.493 0.882
H -2.970 -1.915 0.720
H -2.860 -2.801 2.279
H 2.453 -2.533 1.463
H 2.122 -1.723 -0.091
H 2.920 -3.310 -0.071
H 0.108 -0.136 4.408
C -1.598 -2.990 -3.142
Si -3.174 -3.388 -4.183
H -1.202 -3.959 -2.777
H -1.861 -2.399 -2.238
C -3.444 -2.056 -5.482
C -4.699 -3.542 -3.067
C -3.064 -5.042 -5.116
H -3.925 -5.153 -5.794
H -3.085 -5.901 -4.427
H -2.156 -5.099 -5.735
H -3.760 -1.123 -4.991
H -4.225 -2.384 -6.189
H -2.501 -1.894 -6.031
H -4.724 -2.736 -2.321
H -4.727 -4.509 -2.539
H -5.628 -3.481 -3.653
Cl -1.926 -0.598 -1.056
```

Results
2S+1   3
LUMO energy (alpha / beta)   0.53 / -1.08 eV
E_HOMO (alpha / beta)   -6.04 / -8.20 eV
HOMO-LUMO gap (alpha / beta)   6.56 / 7.12 eV

ORCA calculation (ωB97M-V/def2-TZVPD) on a structure of composition C33H58Cl20N2OS.

The geometry in XYZ format:
```
115
Properties=species:S:1:pos:R:3
C -4.151 2.117 1.545
C -3.624 0.708 1.309
O -4.482 -0.219 1.940
C -4.324 -1.546 1.474
C -2.919 -2.111 1.683
C -2.885 -3.633 1.835
C -1.634 -4.115 2.582
C -1.022 -5.388 1.992
C -0.528 -5.168 0.582
C -1.173 -5.853 -0.502
C -0.814 -5.673 -1.794
C 0.231 -4.763 -2.073
N 0.719 -4.428 -3.278
S 1.876 -3.356 -3.018
N 1.840 -3.245 -1.417
C 0.883 -4.083 -0.998
C 0.488 -4.304 0.339
H -3.332 2.820 1.695
H -4.759 2.475 0.716
H -4.759 2.133 2.449
H -3.568 0.503 0.232
H -2.608 0.628 1.709
H -4.583 -1.578 0.407
H -5.039 -2.147 2.032
H -2.500 -1.655 2.584
H -2.276 -1.823 0.848
H -3.777 -3.969 2.369
H -2.926 -4.088 0.843
H -0.884 -3.320 2.568
H -1.866 -4.282 3.636
H -1.787 -6.167 1.971
H -0.203 -5.738 2.622
H -1.987 -6.530 -0.277
H -1.310 -6.193 -2.602
H 0.977 -3.780 1.149
Cl 2.328 -0.750 1.491
C 2.097 -0.210 -0.191
C 2.778 1.107 -0.453
Cl 1.994 2.456 0.418
H 1.028 -0.154 -0.382
H 2.526 -0.979 -0.829
H 2.726 1.344 -1.514
H 3.819 1.081 -0.143
Cl 6.086 -7.811 -3.155
C 4.331 -7.493 -3.138
C 3.997 -6.187 -2.468
Cl 4.302 -6.243 -0.711
H 3.848 -8.328 -2.636
H 4.001 -7.464 -4.175
H 2.934 -5.982 -2.587
H 4.565 -5.362 -2.892
Cl 1.898 -2.443 -6.379
C 0.159 -2.084 -6.200
C -0.236 -0.814 -6.906
Cl 0.424 0.629 -6.090
H -0.065 -2.031 -5.138
H -0.377 -2.928 -6.628
H -1.319 -0.710 -6.893
H 0.107 -0.809 -7.938
Cl 0.764 2.736 -3.275
C 0.613 4.132 -2.169
C 0.158 5.365 -2.899
Cl 1.410 5.937 -4.036
H 1.578 4.279 -1.694
H -0.110 3.863 -1.403
H -0.028 6.163 -2.187
H -0.749 5.183 -3.470
Cl 5.010 -3.393 3.094
C 6.430 -4.468 3.170
C 6.201 -5.739 2.396
Cl 4.955 -6.763 3.158
H 6.636 -4.670 4.218
H 7.271 -3.925 2.742
H 7.118 -6.325 2.360
H 5.881 -5.527 1.379
Cl 0.282 10.177 0.152
C 1.672 9.066 0.285
C 1.434 7.782 -0.463
Cl 0.159 6.792 0.308
H 1.851 8.881 1.341
H 2.534 9.581 -0.135
H 2.344 7.183 -0.465
H 1.139 7.971 -1.492
Cl -3.668 11.111 4.467
C -2.088 11.442 3.706
C -1.258 10.196 3.552
Cl -0.707 9.555 5.125
H -1.580 12.187 4.312
H -2.292 11.866 2.724
H -0.367 10.422 2.972
H -1.810 9.408 3.047
Cl 3.497 2.918 -9.169
C 3.171 2.020 -7.662
C 2.953 2.935 -6.487
Cl 4.441 3.791 -6.003
H 4.008 1.348 -7.491
H 2.272 1.430 -7.829
H 2.633 2.348 -5.628
H 2.195 3.685 -6.699
Cl -5.523 8.204 8.074
C -3.947 8.536 7.303
C -3.121 7.288 7.145
Cl -2.565 6.644 8.714
H -3.433 9.279 7.907
H -4.156 8.966 6.326
H -2.231 7.514 6.561
H -3.680 6.503 6.645
Cl -2.940 -8.350 3.522
C -4.247 -9.259 2.725
C -3.998 -9.452 1.253
Cl -4.109 -7.924 0.335
H -5.178 -8.726 2.901
H -4.300 -10.233 3.209
H -4.756 -10.117 0.843
H -3.016 -9.878 1.065
```

Results
LUMO energy   -0.66 eV
E_HOMO   -9.09 eV
HOMO-LUMO gap   8.43 eV

The calculation returns the following molar mass values, one per record and in order: 1164.46 1072.19 772.45 1239.97 g mol⁻¹.